[1]
Computed, not measured: C43H31AlAsBrN5O6 as an isolated structure, with ωB97M-V/def2-TZVPD.

Cartesian coordinates (Å):
Al  -0.531  -0.160  0.130
O  -1.851  0.015  5.215
C  -1.854  -1.297  4.935
C  -1.984  -2.191  5.999
C  -2.020  -3.552  5.768
C  -1.908  -4.058  4.475
C  -1.754  -3.179  3.420
C  -1.729  -1.800  3.627
C  -1.530  -0.911  2.466
O  -1.220  -1.435  1.325
N  -1.681  0.383  2.637
N  -1.421  1.033  1.443
C  -1.619  2.290  1.358
C  -1.389  3.036  0.140
C  -1.822  4.366  0.077
C  -1.689  5.116  -1.070
C  -1.089  4.533  -2.191
C  -0.627  3.236  -2.149
C  -0.762  2.450  -0.990
O  -0.288  1.232  -0.991
H  -1.792  0.502  4.356
H  -2.056  -1.786  7.000
H  -2.132  -4.231  6.606
H  -1.932  -5.125  4.299
H  -1.644  -3.539  2.406
H  -2.000  2.826  2.227
H  -2.281  4.803  0.958
H  -2.044  6.138  -1.103
H  -0.981  5.108  -3.103
H  -0.159  2.775  -3.012
Br  -0.004  -4.334  -2.216
C  -1.544  -3.570  -3.018
C  -2.134  -4.321  -4.028
C  -3.281  -3.865  -4.656
C  -3.843  -2.653  -4.284
C  -3.247  -1.905  -3.285
C  -2.093  -2.344  -2.637
C  -1.554  -1.443  -1.561
O  -2.291  -0.581  -1.046
O  -0.341  -1.548  -1.180
H  -1.686  -5.263  -4.314
H  -3.737  -4.467  -5.433
H  -4.743  -2.297  -4.768
H  -3.658  -0.955  -2.972
C  5.529  -3.704  -2.306
C  4.640  -3.566  -3.361
C  3.729  -2.514  -3.380
C  3.700  -1.584  -2.348
C  4.596  -1.737  -1.287
C  5.506  -2.783  -1.264
As  2.323  -0.200  -2.097
C  1.691  0.028  -3.931
C  0.855  -0.965  -4.446
C  0.232  -0.810  -5.676
C  0.432  0.352  -6.410
C  1.249  1.353  -5.902
C  1.870  1.195  -4.669
C  3.549  1.312  -1.941
C  4.724  1.451  -2.679
C  5.572  2.522  -2.446
C  5.262  3.458  -1.463
C  4.097  3.326  -0.723
C  3.241  2.259  -0.967
H  6.233  -4.527  -2.291
H  4.646  -4.284  -4.172
H  3.042  -2.423  -4.214
H  4.577  -1.028  -0.464
H  6.184  -2.883  -0.426
H  0.675  -1.862  -3.861
H  -0.421  -1.588  -6.052
H  -0.057  0.482  -7.368
H  1.398  2.266  -6.467
H  2.490  1.990  -4.273
H  4.978  0.713  -3.432
H  6.485  2.624  -3.021
H  5.938  4.282  -1.268
H  3.860  4.032  0.063
H  2.338  2.141  -0.379
N  1.869  -2.143  1.253
C  1.966  -0.810  1.450
O  1.081  -0.053  0.933
C  3.034  -0.275  2.185
C  3.141  1.126  2.388
N  3.239  2.264  2.555
C  4.037  -1.133  2.698
N  4.850  -1.864  3.074
H  1.155  -2.468  0.620
H  2.619  -2.756  1.521

Cartesian forces (eV/Å) of the 3 atoms listed first:
-0.62 0.15 -0.27
-0.02 -0.01 0.08
-0.04 -0.01 -0.10

Values from the calculation:
E_LUMO	2.21	eV
net charge	-1
frontier orbital gap	0.2844	Ha
2S+1	1
energy above the lowest of the compared OMol25 structures with the same formula, charge and spin	0.000	eV

---

[2]
Computed, not measured: a 2-piece molecular cluster, C2H7NS2 overall, with ωB97M-V/def2-TZVPD.

Cartesian coordinates (Å):
C  1.324  0.537  0.925
N  1.348  -0.350  1.821
H  2.155  1.051  0.450
H  0.386  1.117  0.870
H  0.435  -0.638  2.137
C  -0.021  -0.659  -1.407
S  -1.257  0.694  -1.435
S  -2.683  0.081  -0.149
H  -0.014  -1.208  -2.345
H  0.884  -0.101  -1.206
H  -0.229  -1.333  -0.581
H  -2.328  0.811  0.922

Cartesian forces (eV/Å) of the 3 atoms listed first:
-1.92 1.68 1.93
1.81 -1.01 -0.79
0.59 -0.71 0.08

Values from the calculation:
E_LUMO	0.49	eV
net charge	0
frontier orbital gap	0.3539	Ha
2S+1	1
energy above the lowest of the compared OMol25 structures with the same formula, charge and spin	1.359	eV

---

[3]
Computed, not measured: H17O8 as an isolated structure, with ωB97M-V/def2-TZVPD.

Cartesian coordinates (Å):
O  -0.995  -0.748  1.303
H  -1.160  -1.327  2.050
H  -0.009  -1.287  0.718
O  -2.196  -0.901  -0.913
H  -1.668  -1.563  -1.420
H  -2.550  -0.385  -1.650
O  -0.143  -1.350  -2.483
H  0.341  -1.309  -1.617
H  0.464  -1.664  -3.145
O  2.770  0.053  0.620
H  3.691  -0.212  0.672
H  1.505  0.602  1.747
O  0.597  0.894  2.024
H  0.723  1.333  2.873
H  -0.472  0.213  1.465
O  0.502  2.375  -0.889
H  0.512  3.304  -0.630
H  1.430  2.136  -0.796
O  0.767  -1.635  -0.041
H  1.006  -2.561  -0.003
H  2.230  -0.685  0.262
O  -1.771  1.257  0.062
H  -1.164  1.947  -0.277
H  -2.663  1.627  0.106
H  -1.748  -0.116  -0.038

Cartesian forces (eV/Å) of the 3 atoms listed first:
0.07 1.23 -0.18
-0.09 0.44 0.55
1.13 -1.21 -1.55

Values from the calculation:
E_LUMO	-2.98	eV
net charge	+1
frontier orbital gap	0.4184	Ha
2S+1	1
energy above the lowest of the compared OMol25 structures with the same formula, charge and spin	1.961	eV